*one*
C3H12N3 | ωB97M-V/def2-TZVPD

Computed properties:
- Charge: +1
- LUMO level: -3.62 eV
- Multiplicity: 1
- Frontier orbital gap: 8.642 eV

```
18
C3H12N3 | the OMol25 dataset | ωB97M-V/def2-TZVPD
C 0.654 2.542 1.723
N 1.191 1.212 2.065
H 1.428 3.258 1.436
H 0.098 2.934 2.570
H 0.003 2.461 0.851
H 1.342 0.679 1.218
H 2.115 1.311 2.465
C -0.257 -1.520 -0.635
C -0.666 -0.671 -1.592
N -0.372 0.640 -1.736
N -0.785 -2.895 -0.689
H 0.394 -1.340 0.202
H -1.308 -1.106 -2.356
H -0.860 1.122 -2.464
H -0.192 1.171 -0.903
H -1.584 -3.070 -0.063
H -0.083 -3.615 -0.468
H -1.118 -3.113 -1.625
```



*two*
C3H12N3 | ωB97M-V/def2-TZVPD

Computed properties:
- Charge: +1
- LUMO level: -8.55 eV
- Multiplicity: 1
- Frontier orbital gap: 5.180 eV

```
18
C3H12N3 | the OMol25 dataset | ωB97M-V/def2-TZVPD
C 0.985 1.985 0.482
N 1.270 0.649 0.973
H 1.324 2.731 1.208
H 1.534 2.159 -0.450
H -0.050 2.172 0.188
H 2.296 0.683 1.065
C -0.475 -1.330 -1.091
C -1.546 -0.725 -0.177
N -1.267 -1.081 1.204
N 0.715 -0.469 -1.160
H -0.121 -2.316 -0.760
H -0.819 -1.375 -2.132
H -1.500 0.353 -0.382
H -2.517 -1.102 -0.509
H -0.410 -0.598 1.455
H -1.975 -0.729 1.842
H 1.084 -0.004 -0.156
H 1.472 -1.003 -1.600
```



*three*
C3H12N3 | ωB97M-V/def2-TZVPD

Computed properties:
- Charge: +1
- LUMO level: -4.90 eV
- Multiplicity: 1
- Frontier orbital gap: 8.452 eV

```
18
C3H12N3 | the OMol25 dataset | ωB97M-V/def2-TZVPD
C 0.282 1.051 -0.881
C 1.150 0.276 1.259
C 1.002 -1.272 -0.532
N -2.453 0.307 0.044
N -1.686 -0.632 -0.187
N 0.394 -0.069 0.028
H -0.243 0.945 -1.868
H -0.267 1.831 -0.422
H 1.351 1.399 -1.015
H 1.108 -0.681 1.836
H 2.169 0.371 0.962
H 0.948 1.067 1.881
H 0.317 -1.752 -1.167
H 1.934 -1.021 -1.042
H 1.249 -1.915 0.279
H -3.110 0.277 0.883
H -2.428 1.194 -0.534
H -1.716 -1.377 0.474
```



Computed stability ranking, most favorable first: *one*, *three*, *two*



*one*
C3H12N3 | ωB97M-V/def2-TZVPD

Computed properties:
- Charge: +1
- LUMO level: -3.16 eV
- Multiplicity: 1
- Frontier orbital gap: 9.872 eV

```
18
C3H12N3 | the OMol25 dataset | ωB97M-V/def2-TZVPD
C 1.463 -1.813 -0.318
C 0.632 -2.643 0.347
N 1.915 -0.546 0.180
H 1.839 -2.105 -1.293
H 0.120 -3.420 -0.214
H 0.501 -2.601 1.425
H 1.786 -0.627 1.201
H 2.899 -0.326 0.023
H 0.431 0.230 -0.269
N -0.319 0.876 -0.687
C -1.295 1.289 0.452
N -2.243 2.297 0.137
H -0.869 0.278 -1.317
H 0.037 1.688 -1.201
H -1.791 0.396 0.810
H -0.594 1.646 1.218
H -1.794 3.212 0.144
H -2.706 2.221 -0.763
```



*two*
C3H12N3 | ωB97M-V/def2-TZVPD

Computed properties:
- Charge: +1
- LUMO level: -3.59 eV
- Multiplicity: 1
- Frontier orbital gap: 10.086 eV

```
18
C3H12N3 | the OMol25 dataset | ωB97M-V/def2-TZVPD
C -0.348 -1.442 -0.342
C -3.186 0.154 0.092
C -1.018 -0.078 -0.218
N 0.890 1.267 -0.306
N -0.474 1.083 -0.147
N 3.098 -0.210 0.365
H 0.428 -1.392 0.376
H 0.012 -1.355 -1.381
H -1.040 -2.333 -0.162
H -3.593 -0.669 -0.381
H -3.563 1.176 -0.158
H -2.867 0.194 1.071
H 1.652 0.664 -0.071
H 1.107 2.268 -0.074
H -1.113 1.851 -0.122
H 3.324 -0.957 -0.273
H 2.742 -0.575 1.267
H 3.950 0.354 0.463
```



Computed stability ranking, most favorable first: *one*, *two*



*one*
C3H13N2OS | ωB97M-V/def2-TZVPD

Computed properties:
- Charge: +1
- LUMO level: -3.02 eV
- Multiplicity: 1
- Frontier orbital gap: 10.350 eV

```
20
C3H13N2OS | the OMol25 dataset | ωB97M-V/def2-TZVPD
N 0.904 -0.338 -0.674
C -0.480 -0.605 -0.187
C -0.666 -2.096 0.296
S 0.870 -2.992 0.694
C -0.841 0.348 0.953
N -0.971 1.699 0.459
H 1.205 0.640 -0.853
H 1.518 -0.669 0.087
H 1.172 -0.776 -1.553
H -1.128 -0.469 -1.061
H -1.269 -2.069 1.209
H -1.226 -2.661 -0.439
H 0.881 -2.733 2.021
H -0.198 0.167 1.828
H -1.801 0.006 1.364
H -0.083 2.201 0.458
H -1.463 2.314 1.107
H 0.780 3.053 -1.354
H 1.565 2.658 -2.601
O 1.230 2.322 -1.755
```



*two*
C3H13N2OS | ωB97M-V/def2-TZVPD

Computed properties:
- Charge: +1
- LUMO level: -3.32 eV
- Multiplicity: 1
- Frontier orbital gap: 9.508 eV

```
20
C3H13N2OS | the OMol25 dataset | ωB97M-V/def2-TZVPD
N -1.319 0.284 0.207
C 0.092 0.886 -0.008
C 0.804 1.454 1.226
S 1.869 0.169 2.169
C 1.014 -0.005 -0.958
N 0.121 -0.378 -2.061
H -1.764 0.202 -0.718
H -1.269 -0.700 0.576
H -2.090 0.886 0.719
H -0.045 1.918 -0.569
H 1.469 2.308 0.881
H 0.051 1.853 1.874
H 3.133 0.562 1.719
H 1.455 -0.885 -0.460
H 1.904 0.650 -1.125
H 0.654 -0.833 -2.835
H -0.177 0.472 -2.669
H -1.700 -3.179 -0.144
H -2.224 -2.920 1.511
O -1.978 -2.745 0.666
```



Computed stability ranking, most favorable first: *one*, *two*



*one*
C11H21AlCl2NO | ωB97M-V/def2-TZVPD

Computed properties:
- Charge: -1
- LUMO level: 2.68 eV
- Multiplicity: 1
- Frontier orbital gap: 4.449 eV

```
37
C11H21AlCl2NO | the OMol25 dataset | ωB97M-V/def2-TZVPD
Al -0.848 0.565 -0.306
Cl -0.456 2.734 -0.487
Cl -2.615 -0.465 0.612
C -2.046 0.603 -1.883
H -2.961 -0.012 -1.921
H -2.224 1.655 -2.172
C 0.801 -0.460 -0.989
C -0.717 -0.026 -2.270
H 1.394 -0.261 -0.051
C 0.056 0.845 -3.263
H -0.802 -1.070 -2.608
C 1.193 0.106 -3.993
H -0.662 1.247 -4.006
H 0.443 1.702 -2.686
C 2.253 -0.520 -3.074
H 0.753 -0.698 -4.602
H 1.686 0.806 -4.675
C 1.612 -1.297 -1.884
H 2.926 -1.201 -3.647
H 2.908 0.263 -2.632
H 1.036 -2.153 -2.298
H 2.448 -1.740 -1.312
C -0.532 -0.319 4.796
N -0.494 0.389 3.533
C -0.907 1.785 3.460
C -0.095 -0.187 2.404
C 0.087 -1.666 2.256
O 0.053 0.609 1.405
H -0.839 0.392 5.569
H 0.458 -0.715 5.052
H -1.235 -1.162 4.784
H -0.144 2.378 2.947
H -1.836 1.870 2.878
H -1.060 2.127 4.478
H -0.832 -2.105 1.815
H 0.909 -1.866 1.557
H 0.290 -2.150 3.213
```



*two*
C11H21AlCl2NO | ωB97M-V/def2-TZVPD

Computed properties:
- Charge: -1
- LUMO level (spin up / spin down): 2.60 / 2.60 eV
- Multiplicity: 1
- Frontier orbital gap (spin up / spin down): 3.685 / 3.685 eV

```
37
C11H21AlCl2NO | the OMol25 dataset | ωB97M-V/def2-TZVPD
Al -0.153 1.271 -0.265
Cl 1.355 2.684 0.304
Cl -2.158 1.888 -0.847
C 0.465 0.876 -2.037
H -0.364 0.633 -2.713
H 1.201 1.551 -2.469
C 0.830 -1.061 -0.407
C 1.187 -0.430 -1.657
H 0.977 -0.506 0.528
C 2.721 -0.240 -1.544
H 0.980 -1.165 -2.464
C 3.383 -1.620 -1.620
H 3.086 0.428 -2.331
H 2.971 0.248 -0.589
C 2.781 -2.598 -0.599
H 3.233 -2.006 -2.639
H 4.461 -1.505 -1.449
C 1.256 -2.465 -0.335
H 3.018 -3.609 -0.936
H 3.325 -2.439 0.348
H 0.731 -3.071 -1.097
H 1.042 -2.905 0.650
C -3.721 1.113 3.082
N -2.363 1.267 2.568
C -1.745 2.596 2.618
C -1.766 0.353 1.821
C -2.432 -0.896 1.361
O -0.570 0.641 1.408
H -3.964 2.038 3.605
H -3.763 0.265 3.783
H -4.447 0.936 2.270
H -0.705 2.500 2.958
H -1.747 3.038 1.606
H -2.349 3.192 3.304
H -2.918 -0.728 0.391
H -1.669 -1.673 1.224
H -3.191 -1.241 2.073
```



Computed stability ranking, most favorable first: *two*, *one*



*one*
C7H8O3S | ωB97M-V/def2-TZVPD

Computed properties:
- LUMO level: 0.61 eV
- Multiplicity: 1
- SMILES string: O=S(=O)(O)Cc1ccccc1
- Frontier orbital gap: 10.352 eV

```
19
C7H8O3S | the OMol25 dataset | ωB97M-V/def2-TZVPD
C 0.893 0.655 1.287
C -0.193 0.239 0.291
C -1.203 -0.709 0.526
C -2.198 -0.865 -0.511
C -2.150 -0.040 -1.615
C -1.218 0.922 -1.817
C -0.298 1.136 -0.808
H 1.861 -2.017 0.145
H 0.990 1.806 1.236
H 0.586 0.365 2.289
H -1.179 -1.342 1.413
H -3.058 -1.536 -0.329
H -2.842 -0.187 -2.428
H -1.223 1.475 -2.704
H 0.521 1.842 -0.874
O 2.020 -1.701 1.027
O 3.271 0.084 2.195
O 2.961 0.019 -0.360
S 2.459 -0.148 1.035
```



*two*
C7H8O3S | ωB97M-V/def2-TZVPD

Computed properties:
- LUMO level: -0.18 eV
- Multiplicity: 1
- SMILES string: CC(=O)C1=C(O)S[C@H](C)C1=O
- Frontier orbital gap: 8.556 eV

```
19
C7H8O3S | the OMol25 dataset | ωB97M-V/def2-TZVPD
C 2.687 -0.694 1.383
C 1.966 -0.355 -0.021
C -0.479 -0.964 -0.789
C -0.393 0.338 -0.341
C -1.425 1.319 -0.243
C -2.919 0.951 -0.476
C 0.745 0.668 0.276
H 3.252 0.291 1.433
H 1.830 -0.599 2.338
H 3.484 -1.609 1.247
H 2.611 -0.019 -0.850
H -1.189 -2.569 -1.178
H -3.041 -0.030 -0.041
H -3.118 0.878 -1.597
H -3.660 1.714 -0.006
O -1.426 -1.544 -1.417
O -1.059 2.421 0.006
O 1.149 1.607 0.953
S 0.986 -1.804 -0.675
```



*three*
C7H8O3S | ωB97M-V/def2-TZVPD

Computed properties:
- LUMO level: 0.53 eV
- Multiplicity: 1
- Frontier orbital gap: 8.566 eV

```
19
C7H8O3S | the OMol25 dataset | ωB97M-V/def2-TZVPD
C 2.683 -0.711 -0.078
C 2.408 -2.047 -0.189
C 0.477 -0.552 -1.096
C 1.547 0.176 -0.306
C -1.683 0.228 -1.714
C -3.176 0.998 0.167
C 1.331 1.394 0.104
O -0.802 -0.061 -0.803
O 2.224 2.176 0.732
O -2.817 0.615 -1.191
S 0.694 -2.282 -0.686
H 3.642 -0.417 0.228
H 2.986 -2.864 -0.174
H 0.444 -0.560 -2.286
H -2.880 1.970 0.468
H -2.701 0.385 0.902
H -4.342 0.889 0.209
H 0.281 1.858 -0.009
H 2.992 1.602 0.965
```



Computed stability ranking, most favorable first: *one*, *two*, *three*



*one*
C3H5N2O2 | ωB97M-V/def2-TZVPD

Computed properties:
- Charge: +1
- LUMO level: -4.70 eV
- Multiplicity: 1
- SMILES string: [NH3+][C@@H]1OC=NC1=O
- Frontier orbital gap: 10.228 eV

```
12
C3H5N2O2 | the OMol25 dataset | ωB97M-V/def2-TZVPD
C 1.166 -1.504 0.128
C 1.101 0.711 -0.093
C -0.291 0.027 -0.541
N 1.844 -0.441 0.293
N -1.351 0.619 0.228
O 1.293 1.833 0.105
O -0.069 -1.315 -0.252
H 1.456 -2.453 0.353
H -0.429 0.171 -1.570
H -0.896 0.760 1.282
H -2.242 0.039 0.288
H -1.581 1.553 -0.221
```



*two*
C3H5N2O2 | ωB97M-V/def2-TZVPD

Computed properties:
- Charge: +1
- LUMO level (spin up / spin down): -5.49 / -5.49 eV
- Multiplicity: 1
- Frontier orbital gap (spin up / spin down): 8.961 / 8.960 eV

```
12
C3H5N2O2 | the OMol25 dataset | ωB97M-V/def2-TZVPD
C 0.558 -0.891 -1.243
C -1.760 -0.363 -1.329
C 1.230 -0.548 2.322
N 1.193 -1.329 -2.151
N -0.631 -0.369 -0.828
O 2.034 -1.596 -2.899
O 1.084 -0.372 1.140
H -1.906 -0.925 -2.258
H -2.515 0.094 -0.758
H 0.348 -0.769 2.938
H 2.241 -0.373 2.800
H -0.327 -0.124 0.301
```



*three*
C3H5N2O2 | ωB97M-V/def2-TZVPD

Computed properties:
- Charge: +1
- LUMO level: -4.66 eV
- Multiplicity: 1
- Frontier orbital gap: 10.719 eV

```
12
C3H5N2O2 | the OMol25 dataset | ωB97M-V/def2-TZVPD
C 3.633 -2.321 0.345
C 3.916 -0.127 1.184
C 1.864 1.359 1.508
N 3.057 0.626 1.478
N 0.488 -1.352 -0.402
O 4.376 -2.934 0.936
O 0.786 0.878 1.273
H 0.696 -1.213 -1.373
H 1.867 2.445 1.700
H -0.300 -1.951 -0.271
H 0.382 -0.457 0.082
H 1.334 -1.832 0.053
```



Computed stability ranking, most favorable first: *one*, *three*, *two*



*one*
C7H9NO2 | ωB97M-V/def2-TZVPD

Computed properties:
- LUMO level: 0.32 eV
- Multiplicity: 1
- Frontier orbital gap: 10.146 eV

```
19
C7H9NO2 | the OMol25 dataset | ωB97M-V/def2-TZVPD
C 1.143 -1.449 0.662
C -0.912 -1.346 -1.004
C 1.262 -0.179 0.784
C -1.057 -0.077 -0.918
C -0.033 -2.095 -0.027
C -0.257 0.842 -0.093
C 0.444 1.945 -0.886
N -0.795 1.294 1.260
O -1.582 0.600 1.911
O -0.313 2.360 1.636
H 1.834 -2.000 1.124
H -1.461 -2.033 -1.626
H 1.873 0.533 1.218
H -1.819 0.511 -1.492
H 0.484 -2.987 -0.390
H -0.717 -2.413 0.821
H 1.100 2.278 -0.122
H -0.215 2.709 -1.244
H 1.020 1.509 -1.614
```



*two*
C7H9NO2 | ωB97M-V/def2-TZVPD

Computed properties:
- LUMO level: 0.75 eV
- Multiplicity: 1
- SMILES string: Nc1cc(CO)ccc1O
- Frontier orbital gap: 8.751 eV

```
19
C7H9NO2 | the OMol25 dataset | ωB97M-V/def2-TZVPD
C -1.031 0.790 -0.178
C 0.393 0.890 -0.289
C 1.128 -0.321 -0.302
C 2.700 -0.160 -0.413
C 0.567 -1.504 -0.045
C -0.872 -1.603 0.071
C -1.637 -0.499 0.018
H -1.260 2.743 0.070
H -2.340 1.592 0.751
H 0.912 1.797 -0.489
H 3.095 -1.186 -0.318
H 3.158 0.208 -1.365
H 3.002 0.286 1.490
H 1.307 -2.354 0.255
H -1.367 -2.532 0.291
H -3.339 0.122 -0.249
N -1.796 1.889 -0.022
O 3.157 0.667 0.621
O -2.917 -0.600 0.197
```



Computed stability ranking, most favorable first: *two*, *one*